Formula: CH2ClF3N2
Source: OMol25
Level of theory: ωB97M-V/def2-TZVPD

Last column: Löwdin charge in e.
Cartesian coordinates (Å):
Cl 2.2788 -1.0632 -0.2404  0.394
F -1.2709 -0.1073 1.2797  0.177
F -0.9592 -1.3016 -0.3881  0.194
F -1.9413 0.5880 -0.5981  0.147
N 1.3721 0.3618 0.3181  -0.381
N 0.2150 0.7006 -0.2738  -0.013
C -0.9483 -0.0709 0.0078  -0.765
H 0.2518 0.8650 -1.3249  0.180
H 1.0020 0.0277 1.2197  0.068

Calculated values
- <S²>: 2.0078
- Spin multiplicity: 3
- ΔE to the lowest compared entry with this formula, charge and spin: 0.000 eV
- HOMO (alpha / beta): -6.10 / -10.72 eV
- LUMO energy (alpha / beta): 0.86 / -2.82 eV
- Kohn-Sham gap (alpha / beta): 6.954 / 7.902 eV



Formula: CH2ClFOS
Source: OMol25
Level of theory: ωB97M-V/def2-TZVPD

Last column: Löwdin charge in e.
Cartesian coordinates (Å):
Cl -1.7356 -0.3551 0.6495  0.397
S -3.4224 -0.1791 -0.2290  0.126
F 1.1058 1.3385 0.3004  -0.043
O -0.2263 -0.1295 -0.5860  -0.360
C 1.0072 0.0315 -0.0827  -0.417
H 1.4255 -0.7085 0.7700  0.159
H 1.8459 0.0022 -0.8222  0.137

Calculated values
- Spin multiplicity: 1
- ΔE to the lowest compared entry with this formula, charge and spin: 3.096 eV
- HOMO (alpha / beta): -9.40 / -9.40 eV
- LUMO energy (alpha / beta): -2.47 / -2.47 eV
- Kohn-Sham gap (alpha / beta): 6.929 / 6.926 eV